{
  "formula": "C48H45N6O4RbSi",
  "method": "ωB97M-V with the def2-TZVPD basis set",
  "homo_lumo_gap_ev": 4.72,
  "relative_energy_kcal_mol": 11.6,
  "energy_ha": -2799.2458,
  "charge": -2,
  "elements": ["Rb", "O", "C", "N", "C", "O", "C", "C", "C", "C", "C", "N", "C", "C", "C", "C", "C", "N", "H", "H", "H", "H", "H", "H", "H", "H", "C", "O", "C", "C", "C", "C", "C", "C", "N", "N", "C", "C", "O", "C", "C", "C", "C", "C", "C", "C", "C", "H", "H", "H", "H", "H", "H", "H", "H", "H", "H", "H", "H", "H", "C", "Si", "C", "N", "C", "C", "C", "C", "C", "C", "C", "C", "C", "C", "C", "C", "C", "C", "C", "C", "C", "H", "H", "H", "H", "H", "H", "H", "H", "H", "H", "H", "H", "H", "H", "H", "H", "H", "H", "H", "H", "H", "H", "H", "H"],
  "xyz": [[-0.53, -0.04, 0.35], [-3.93, -2.29, 3.59], [-3.21, -1.59, 2.88], [-1.88, -1.54, 2.82], [-0.92, -1.76, 3.70], [-0.84, -1.41, 4.88], [0.28, -2.49, 3.10], [1.11, -3.23, 3.93], [2.20, -3.88, 3.38], [2.42, -3.78, 2.01], [1.54, -3.02, 1.26], [0.49, -2.38, 1.79], [-3.84, -0.65, 1.87], [-4.77, 0.28, 2.32], [-5.24, 1.24, 1.43], [-4.80, 1.20, 0.11], [-3.93, 0.19, -0.26], [-3.44, -0.70, 0.60], [0.90, -3.26, 4.99], [2.87, -4.47, 4.00], [3.25, -4.28, 1.53], [1.67, -2.89, 0.19], [-5.10, 0.25, 3.35], [-5.93, 2.00, 1.76], [-5.12, 1.95, -0.61], [-3.60, 0.10, -1.29], [1.99, 0.42, 3.14], [1.35, 1.41, 2.37], [1.18, 2.63, 2.95], [1.68, 2.93, 4.21], [1.51, 4.18, 4.78], [0.82, 5.16, 4.08], [0.30, 4.87, 2.83], [0.46, 3.62, 2.23], [-0.10, 3.28, 0.99], [-0.51, 4.30, 0.35], [-1.20, 4.19, -0.80], [-1.55, 2.95, -1.46], [-1.15, 1.83, -1.09], [-2.41, 3.05, -2.63], [-2.85, 4.23, -3.12], [-2.48, 5.47, -2.51], [-2.92, 6.69, -3.04], [-2.54, 7.89, -2.48], [-1.70, 7.88, -1.36], [-1.27, 6.69, -0.81], [-1.64, 5.45, -1.37], [1.43, 0.17, 4.04], [2.06, -0.47, 2.51], [3.01, 0.72, 3.41], [2.20, 2.17, 4.78], [1.91, 4.38, 5.77], [0.67, 6.14, 4.52], [-0.27, 5.60, 2.29], [-2.67, 2.11, -3.11], [-3.50, 4.25, -3.99], [-3.56, 6.68, -3.91], [-2.88, 8.83, -2.90], [-1.39, 8.82, -0.92], [-0.62, 6.69, 0.05], [0.15, -1.93, -2.59], [1.58, -1.47, -3.57], [3.11, -1.09, -2.47], [2.76, -0.19, -1.37], [2.44, 1.18, -1.81], [3.34, 2.24, -1.19], [4.80, 1.80, -1.29], [5.02, 0.49, -0.50], [3.67, -0.21, -0.24], [1.25, 0.04, -4.69], [0.08, 0.78, -4.55], [-0.18, 1.88, -5.36], [0.75, 2.27, -6.32], [1.92, 1.55, -6.47], [2.17, 0.45, -5.66], [2.21, -2.74, -4.87], [1.45, -2.94, -6.03], [1.68, -4.00, -6.90], [2.70, -4.90, -6.63], [3.48, -4.73, -5.50], [3.24, -3.66, -4.64], [0.28, -2.78, -1.92], [-0.78, -2.01, -3.15], [3.97, -0.70, -3.06], [3.44, -2.04, -2.03], [1.39, 1.40, -1.60], [2.56, 1.23, -2.90], [3.07, 2.42, -0.14], [3.19, 3.18, -1.72], [5.47, 2.58, -0.93], [5.04, 1.64, -2.35], [5.50, 0.70, 0.46], [5.68, -0.18, -1.06], [3.18, 0.28, 0.60], [3.85, -1.25, 0.05], [-0.62, 0.49, -3.78], [-1.09, 2.46, -5.22], [0.55, 3.13, -6.95], [2.65, 1.84, -7.22], [3.09, -0.11, -5.79], [0.64, -2.24, -6.25], [1.06, -4.12, -7.78], [2.88, -5.74, -7.30], [4.29, -5.42, -5.29], [3.86, -3.54, -3.76]]
}

{
  "formula": "C48H46As2N3O3SSiTl",
  "method": "ωB97M-V with the def2-TZVPD basis set",
  "homo_lumo_gap_ev": 6.03,
  "relative_energy_kcal_mol": 30.2,
  "energy_ha": -7578.4430,
  "charge": -2,
  "elements": ["Tl", "O", "C", "C", "C", "C", "C", "C", "C", "O", "N", "N", "C", "C", "C", "C", "C", "C", "C", "O", "H", "H", "H", "H", "H", "H", "H", "H", "H", "H", "C", "Si", "C", "C", "C", "C", "C", "C", "N", "C", "S", "H", "H", "H", "H", "H", "H", "H", "H", "H", "H", "H", "H", "C", "C", "As", "C", "C", "C", "C", "C", "C", "C", "C", "C", "C", "C", "C", "As", "C", "C", "C", "C", "C", "C", "C", "C", "C", "C", "C", "C", "H", "H", "H", "H", "H", "H", "H", "H", "H", "H", "H", "H", "H", "H", "H", "H", "H", "H", "H", "H", "H", "H", "H", "H"],
  "xyz": [[-1.05, -2.01, 0.47], [4.32, -4.81, -0.57], [3.76, -4.66, -1.81], [4.42, -5.30, -2.86], [3.92, -5.26, -4.17], [2.68, -4.64, -4.41], [2.02, -4.08, -3.34], [2.50, -4.03, -2.02], [1.72, -3.41, -0.90], [0.63, -2.91, -1.21], [2.25, -3.44, 0.30], [1.47, -2.69, 1.27], [1.92, -2.82, 2.45], [1.53, -2.14, 3.67], [2.34, -2.28, 4.81], [2.18, -1.64, 6.04], [1.21, -0.54, 6.03], [0.42, -0.30, 4.92], [0.52, -1.08, 3.72], [-0.32, -0.87, 2.75], [3.65, -4.34, -0.02], [5.40, -5.69, -2.66], [4.49, -5.67, -5.00], [2.27, -4.66, -5.42], [1.01, -3.60, -3.44], [2.86, -3.45, 2.56], [3.08, -3.06, 4.65], [2.91, -1.82, 6.82], [1.01, 0.02, 7.01], [-0.34, 0.49, 4.84], [-5.70, -3.31, -0.03], [-6.32, -1.59, 0.54], [-8.02, -1.36, -0.29], [-6.75, -1.74, 2.34], [-5.21, -0.08, 0.47], [-4.82, 0.67, 1.60], [-4.16, 1.94, 1.48], [-3.92, 2.33, 0.16], [-4.11, 1.67, -0.93], [-4.73, 0.43, -0.78], [-5.02, -0.56, -2.17], [-6.39, -4.20, 0.25], [-4.75, -3.57, 0.39], [-5.58, -3.31, -1.10], [-8.75, -2.14, 0.10], [-7.95, -1.33, -1.38], [-8.44, -0.40, 0.00], [-7.51, -2.47, 2.57], [-7.13, -0.79, 2.74], [-5.82, -2.02, 2.91], [-5.06, 0.30, 2.56], [-3.94, 2.53, 2.35], [-3.43, 3.32, 0.04], [3.13, 1.19, -0.46], [2.37, 0.17, -1.31], [0.44, 0.50, -1.31], [-0.24, -0.34, -2.94], [0.56, -0.66, -4.02], [0.09, -1.18, -5.22], [-1.31, -1.42, -5.33], [-2.13, -1.05, -4.28], [-1.58, -0.48, -3.11], [0.15, 2.22, -2.14], [1.19, 2.84, -2.81], [0.98, 4.02, -3.56], [-0.20, 4.71, -3.43], [-1.30, 4.09, -2.79], [-1.11, 2.89, -2.14], [2.53, 1.08, 1.46], [4.01, 2.08, 2.32], [5.32, 1.66, 2.06], [6.39, 2.24, 2.81], [6.06, 3.14, 3.80], [4.78, 3.58, 4.07], [3.74, 3.05, 3.31], [1.26, 2.62, 1.31], [1.45, 3.88, 0.67], [0.45, 4.81, 0.52], [-0.80, 4.50, 0.97], [-1.03, 3.29, 1.71], [-0.02, 2.39, 1.87], [2.95, 2.19, -0.86], [4.18, 0.87, -0.56], [2.47, -0.84, -0.92], [2.77, 0.24, -2.30], [1.64, -0.53, -4.05], [0.81, -1.30, -6.06], [-1.71, -1.79, -6.26], [-3.18, -1.04, -4.37], [-2.33, -0.10, -2.43], [2.12, 2.32, -2.82], [1.86, 4.33, -4.10], [-0.31, 5.68, -3.86], [-2.31, 4.55, -2.76], [-1.94, 2.42, -1.62], [5.49, 0.99, 1.27], [7.43, 1.83, 2.70], [6.96, 3.49, 4.41], [4.63, 4.20, 4.93], [2.72, 3.26, 3.54], [2.39, 4.09, 0.22], [0.57, 5.70, -0.02], [-1.53, 5.31, 0.98], [-1.97, 3.22, 2.20], [-0.18, 1.43, 2.40]]
}

{
  "formula": "C48H46BNO14S",
  "method": "ωB97M-V with the def2-TZVPD basis set",
  "homo_lumo_gap_ev": 7.18,
  "smiles": "CC(C)C[C@H](C)COC1=C(B(O)O)C(=O)C(C[C@H](C)OCc2ccccc2)=C(N=C=S)C1=O.O=C1C=CC(=O)C=C1.O=C1C=CC(=O)C=C1.O=C1C=CC(=O)C=C1.O=C1C=CC(=O)C=C1",
  "energy_ha": -3387.7255,
  "elements": ["C", "C", "C", "C", "C", "C", "C", "O", "C", "C", "B", "O", "O", "C", "O", "C", "C", "C", "C", "O", "C", "C", "C", "C", "C", "C", "C", "C", "N", "C", "S", "C", "O", "H", "H", "H", "H", "H", "H", "H", "H", "H", "H", "H", "H", "H", "H", "H", "H", "H", "H", "H", "H", "H", "H", "H", "H", "H", "H", "H", "H", "H", "H", "C", "C", "C", "O", "C", "C", "C", "O", "H", "H", "H", "H", "C", "C", "C", "O", "C", "C", "C", "O", "H", "H", "H", "H", "C", "C", "C", "O", "C", "C", "C", "O", "H", "H", "H", "H", "C", "C", "C", "O", "C", "C", "C", "O", "H", "H", "H", "H"],
  "xyz": [[-1.76, 5.97, 0.06], [-2.55, 4.76, 0.61], [-3.55, 4.32, -0.45], [-3.22, 5.09, 1.95], [-3.81, 3.83, 2.65], [-5.22, 4.14, 3.24], [-2.88, 3.34, 3.75], [-2.95, 1.92, 3.99], [-2.10, 1.26, 3.15], [-0.83, 1.00, 3.46], [-0.06, 1.39, 4.78], [0.94, 2.35, 4.65], [-0.30, 0.82, 5.99], [-0.04, 0.30, 2.39], [0.79, -0.54, 2.66], [-0.34, 0.72, 0.98], [0.84, 0.85, 0.05], [0.76, 0.08, -1.27], [0.91, -1.43, -1.04], [1.88, 0.48, -2.07], [1.64, 1.65, -2.83], [2.31, 2.89, -2.25], [3.33, 2.76, -1.31], [3.93, 3.88, -0.75], [3.52, 5.16, -1.12], [2.51, 5.29, -2.05], [1.92, 4.17, -2.61], [-1.61, 0.97, 0.68], [-2.04, 1.42, -0.60], [-2.95, 0.83, -1.18], [-4.25, 0.28, -1.83], [-2.62, 0.81, 1.80], [-3.71, 0.34, 1.64], [-2.40, 6.62, -0.54], [-1.27, 6.51, 0.87], [-0.99, 5.59, -0.62], [-1.80, 3.99, 0.80], [-4.20, 5.17, -0.69], [-3.04, 4.04, -1.38], [-4.17, 3.47, -0.16], [-3.98, 5.85, 1.78], [-2.44, 5.48, 2.61], [-3.99, 3.09, 1.87], [-5.25, 3.91, 4.30], [-6.01, 3.59, 2.73], [-5.47, 5.20, 3.12], [-1.85, 3.63, 3.50], [-3.12, 3.87, 4.67], [1.67, 1.97, 4.13], [0.50, 0.96, 6.52], [1.04, 1.91, -0.08], [1.71, 0.44, 0.58], [-0.18, 0.24, -1.80], [0.76, -1.69, 0.01], [1.88, -1.77, -1.39], [0.16, -1.98, -1.63], [2.04, 1.49, -3.83], [0.57, 1.86, -2.94], [3.66, 1.78, -0.97], [4.70, 3.75, -0.01], [4.01, 6.01, -0.66], [2.17, 6.28, -2.33], [1.11, 4.32, -3.32], [6.29, 2.69, 3.98], [5.05, 2.82, 3.53], [4.35, 1.70, 2.86], [3.22, 1.82, 2.44], [5.09, 0.42, 2.71], [6.33, 0.29, 3.16], [7.03, 1.41, 3.84], [8.16, 1.29, 4.25], [6.82, 3.50, 4.47], [4.48, 3.74, 3.62], [4.56, -0.39, 2.22], [6.89, -0.63, 3.07], [4.51, -6.66, -1.13], [3.66, -5.78, -1.65], [2.91, -4.83, -0.79], [2.14, -4.02, -1.27], [3.14, -4.89, 0.67], [3.99, -5.77, 1.20], [4.74, -6.72, 0.34], [5.52, -7.52, 0.82], [5.07, -7.35, -1.74], [3.49, -5.71, -2.71], [2.58, -4.19, 1.28], [4.17, -5.84, 2.26], [4.57, -9.10, -5.87], [3.85, -9.46, -6.93], [2.54, -8.83, -7.22], [1.88, -9.17, -8.18], [2.06, -7.78, -6.29], [2.79, -7.41, -5.23], [4.10, -8.04, -4.94], [4.77, -7.71, -3.98], [5.53, -9.55, -5.64], [4.17, -10.23, -7.62], [1.11, -7.33, -6.52], [2.46, -6.64, -4.54], [-8.74, -0.99, 0.82], [-7.71, -1.25, 0.02], [-7.92, -1.51, -1.43], [-6.98, -1.74, -2.17], [-9.31, -1.47, -1.94], [-10.33, -1.21, -1.14], [-10.13, -0.96, 0.31], [-11.06, -0.72, 1.05], [-8.61, -0.80, 1.88], [-6.69, -1.28, 0.37], [-9.44, -1.66, -3.00], [-11.36, -1.18, -1.49]]
}

{
  "formula": "C48H46Cl3N6OsSSi",
  "method": "ωB97M-V with the def2-TZVPD basis set",
  "homo_lumo_gap_ev": [5.41, 6.03],
  "s_squared": 6.07,
  "spin_multiplicity": 5,
  "energy_ha": -4344.0695,
  "charge": 1,
  "elements": ["Os", "S", "N", "C", "C", "C", "C", "C", "N", "C", "C", "N", "C", "C", "C", "C", "C", "N", "H", "H", "H", "H", "H", "H", "C", "C", "C", "C", "C", "C", "C", "C", "C", "C", "C", "C", "N", "C", "C", "N", "C", "C", "C", "C", "C", "C", "C", "C", "C", "C", "C", "C", "C", "C", "C", "C", "C", "C", "C", "C", "C", "C", "H", "H", "H", "H", "H", "H", "H", "H", "H", "H", "H", "H", "H", "H", "H", "H", "H", "H", "H", "H", "H", "H", "H", "H", "H", "H", "H", "H", "H", "H", "H", "H", "H", "H", "H", "H", "H", "H", "H", "H", "Cl", "Si", "Cl", "Cl"],
  "xyz": [[0.54, -0.59, -0.60], [-0.36, -5.29, -7.06], [0.64, -4.35, -6.20], [-0.04, -3.91, -5.17], [0.44, -3.02, -4.14], [1.79, -2.81, -3.83], [2.29, -2.52, -2.57], [1.75, -2.47, -1.25], [0.51, -2.70, -0.73], [-0.57, -2.51, -3.29], [-1.70, -3.28, -3.00], [-2.16, -3.33, -1.70], [-3.38, -3.92, -1.48], [-4.06, -4.57, -2.46], [-3.43, -4.79, -3.70], [-2.22, -4.18, -3.97], [-1.39, -4.41, -5.13], [-1.68, -5.20, -6.14], [2.51, -3.03, -4.61], [3.37, -2.38, -2.55], [2.54, -2.50, -0.50], [-3.74, -3.87, -0.46], [-5.03, -4.99, -2.25], [-3.87, -5.44, -4.45], [-2.41, 1.16, 3.54], [-2.07, 0.10, 2.48], [-3.37, -0.55, 1.98], [-1.07, -0.92, 3.00], [-1.43, -1.76, 4.05], [-0.56, -2.72, 4.53], [0.70, -2.86, 3.97], [1.11, -2.05, 2.93], [2.51, -2.17, 2.35], [3.51, -1.42, 3.23], [2.93, -3.62, 2.14], [0.22, -1.07, 2.46], [0.61, -0.20, 1.40], [0.75, 1.11, 1.68], [0.65, 2.01, 0.58], [0.50, 1.46, -0.61], [0.24, 2.30, -1.73], [1.28, 2.78, -2.55], [0.94, 3.69, -3.55], [-0.36, 4.11, -3.75], [-1.38, 3.61, -2.96], [-1.10, 2.69, -1.95], [-2.23, 2.16, -1.08], [-3.40, 1.63, -1.92], [-2.73, 3.25, -0.12], [2.74, 2.37, -2.46], [3.44, 2.73, -1.14], [2.94, 0.89, -2.80], [0.72, 3.38, 1.09], [0.65, 4.64, 0.57], [0.77, 5.74, 1.45], [0.95, 5.60, 2.80], [1.04, 4.30, 3.37], [1.25, 3.97, 4.74], [1.31, 2.65, 5.13], [1.16, 1.58, 4.23], [0.94, 1.87, 2.90], [0.91, 3.23, 2.49], [-3.08, 1.91, 3.12], [-1.52, 1.66, 3.90], [-2.91, 0.70, 4.39], [-1.63, 0.62, 1.62], [-3.88, -1.09, 2.77], [-3.16, -1.24, 1.17], [-4.04, 0.23, 1.60], [-2.42, -1.67, 4.49], [-0.86, -3.36, 5.35], [1.37, -3.61, 4.37], [2.50, -1.67, 1.37], [3.54, -1.85, 4.23], [3.24, -0.36, 3.32], [4.51, -1.48, 2.80], [3.07, -4.12, 3.10], [3.88, -3.67, 1.61], [2.18, -4.17, 1.58], [1.73, 4.08, -4.18], [-0.58, 4.84, -4.52], [-2.40, 3.94, -3.12], [-1.85, 1.33, -0.48], [-3.87, 2.43, -2.49], [-4.16, 1.19, -1.28], [-3.06, 0.87, -2.63], [-3.19, 4.07, -0.68], [-1.92, 3.66, 0.47], [-3.49, 2.84, 0.55], [3.25, 2.93, -3.25], [3.15, 2.05, -0.34], [3.21, 3.75, -0.84], [4.52, 2.65, -1.27], [2.50, 0.25, -2.02], [4.00, 0.64, -2.85], [2.48, 0.63, -3.75], [0.52, 4.81, -0.49], [0.71, 6.74, 1.03], [1.04, 6.47, 3.44], [1.37, 4.76, 5.46], [1.49, 2.42, 6.17], [1.19, 0.56, 4.59], [-0.42, -0.88, -2.71], [-0.71, -3.82, -0.63], [-0.19, -5.63, -1.39], [-1.50, -4.01, 1.20]]
}

| no. | largest force on an atom (eV/Å) |
| --- | --- |
| 1 | 1.04 |
| 2 | 3.27 |
| 3 | 1.45 |
| 4 | 0.90 |